Density functional theory data (the ωB97M-V functional and the def2-TZVPD basis) for a cluster of 9 separate species, C56H53F5N in total.

Values from the calculation:
- Molecular weight: 835.04 g mol⁻¹
- Total charge: -1
- Largest force on an atom: 0.56 eV/Å
- Gap between HOMO and LUMO: 6.2 eV
- HOMO energy: -4.04 eV
- Multiplicity: 1

Geometry as XYZ:
```
115
Properties=species:S:1:pos:R:3:forces:R:3
F 2.6512 6.0226 3.5102 -0.01 0.01 0.00
F 0.3038 2.6550 1.2545 -0.12 0.05 0.09
F 0.5935 3.2650 -0.8567 -0.01 0.10 -0.09
F 4.6174 6.6540 2.8686 0.01 -0.02 -0.04
F 4.4068 4.9608 4.1858 -0.02 0.00 0.00
N 1.2727 1.1791 -0.3364 -0.14 0.20 0.30
C -2.2261 -7.3229 7.9984 0.00 0.00 0.00
C 4.6658 8.5982 7.1677 0.00 0.02 0.00
C 1.9768 -4.6764 1.9888 0.00 0.00 0.00
C 4.5717 10.0593 3.3414 -0.02 0.03 0.00
C 1.0704 -7.2227 2.6259 0.00 0.00 0.01
C 4.0501 12.3105 4.0064 0.01 0.00 0.00
C 2.7046 7.3045 6.6540 -0.01 0.01 0.03
C 2.4888 3.1607 0.5164 -0.08 0.10 0.15
C 0.9173 -6.7342 1.3355 0.00 0.00 0.00
C 0.8223 -4.4146 -10.8578 0.00 0.00 0.00
C -2.9085 -2.0322 -5.4651 0.06 0.07 0.02
C 1.3719 -5.4619 1.0171 -0.02 0.01 -0.03
C -0.3625 -5.5002 -9.0700 -0.01 0.00 -0.01
C -7.8567 -1.8879 -3.6828 0.00 0.00 0.00
C -0.8862 -7.6371 6.0273 -0.02 -0.01 -0.01
C -7.2384 -2.1531 -5.9911 0.00 0.01 -0.01
C 5.0004 12.7941 3.1170 0.00 0.00 0.00
C -2.0253 -0.9365 -1.6549 -0.03 -0.03 -0.02
C 3.8476 5.5591 3.1065 0.05 -0.04 0.04
C 2.2027 7.5674 7.9219 0.00 0.01 0.00
C -6.8866 -1.8830 -4.6754 0.00 0.01 0.02
C 3.8365 10.9435 4.1191 0.01 0.00 0.03
C 3.7633 4.6499 1.9248 -0.16 -0.08 -0.13
C -4.1306 -3.5882 -7.4127 -0.04 -0.01 -0.02
C -8.5603 -2.4269 -6.3140 0.00 0.00 0.02
C -3.6667 -2.3181 -7.7297 -0.05 0.02 0.00
C 2.1277 -5.1640 3.2797 -0.02 0.00 -0.01
C -9.1792 -2.1621 -4.0058 0.00 0.00 0.00
C -1.6502 -3.4311 -0.5021 0.01 -0.04 0.01
C 4.8515 3.5125 0.1212 -0.19 -0.01 0.07
C 1.6745 -6.4369 3.5981 0.03 -0.01 0.00
C -0.8207 -4.2690 -8.6212 0.04 -0.02 0.01
C 3.6451 2.9022 -0.2102 0.13 0.08 0.07
C -3.0120 -1.9086 -1.7631 -0.03 0.01 -0.04
C -3.3685 -3.3025 -5.1506 0.00 -0.07 0.04
C -3.0560 -1.5394 -6.7554 -0.03 -0.01 -0.01
C 0.4571 -5.5742 -10.1883 0.00 0.00 0.00
C 0.3679 -3.1825 -10.4072 0.00 0.01 0.00
C -3.9805 -4.0814 -6.1238 -0.01 0.01 -0.01
C -9.5312 -2.4313 -5.3212 0.00 0.00 0.00
C 5.7369 11.9099 2.3404 0.00 0.00 0.01
C -0.3542 -8.8310 8.0464 0.00 0.00 0.00
C 2.9311 8.3446 8.8123 0.00 0.00 0.00
C -0.4535 -3.1096 -9.2905 0.01 -0.01 -0.02
C 4.9179 4.3870 1.1964 0.03 -0.06 -0.08
C -1.9568 -7.0296 6.6687 0.00 0.00 0.01
C -2.8266 -3.1598 -1.1882 0.00 0.00 -0.01
C 4.1631 8.8613 8.4347 0.00 0.01 -0.01
C -1.4256 -8.2241 8.6871 0.00 0.00 0.00
C -0.8438 -1.2031 -0.9743 0.09 -0.03 -0.06
C 1.1905 2.4409 0.0993 0.31 -0.41 -0.22
C 2.5522 4.0495 1.5882 0.23 0.00 -0.08
C -0.0850 -8.5369 6.7167 0.00 0.00 -0.01
C -0.6670 -2.4556 -0.3989 0.00 -0.01 -0.02
C 5.5220 10.5429 2.4527 0.00 0.01 -0.01
C 3.9378 7.8191 6.2786 0.00 0.01 0.02
H -3.0588 -6.8460 8.4995 0.00 0.00 0.00
H 5.8560 4.8576 1.4635 -0.02 0.02 0.02
H 4.3333 7.6114 5.2941 0.00 -0.03 -0.01
H 3.4754 12.9998 4.6123 0.00 0.00 0.00
H -1.5007 -4.4029 -0.0449 0.00 0.00 0.01
H -9.9356 -2.1661 -3.2311 0.00 0.00 0.00
H 2.5381 8.5483 9.8007 0.00 0.00 0.00
H 0.2490 -2.6691 0.1395 -0.01 0.00 0.02
H 0.7162 -8.2164 2.8736 0.00 0.00 0.00
H -6.4758 -2.1534 -6.7588 0.00 0.00 0.00
H 0.7525 -9.0085 6.2172 0.00 0.00 0.00
H -0.6457 -6.4043 -8.5457 0.00 0.00 0.00
H 5.7416 3.2965 -0.4564 0.01 0.02 0.01
H 5.6245 9.0033 6.8692 0.00 0.00 0.00
H 6.4771 12.2867 1.6457 0.00 0.00 0.00
H 0.6572 -2.2771 -10.9258 0.00 0.00 0.00
H 1.2482 -5.0781 0.0123 0.00 0.01 0.00
H 1.7908 -6.8148 4.6065 0.00 0.01 0.01
H -4.3463 -5.0698 -5.8756 0.00 0.00 0.00
H -1.6356 -8.4519 9.7244 0.00 0.00 0.00
H 4.7309 9.4700 9.1275 0.00 0.00 0.00
H 4.3993 8.9954 3.4227 0.00 -0.01 -0.02
H 1.6985 0.6404 0.4179 0.13 0.00 -0.14
H 2.1384 6.6993 5.9590 0.02 -0.02 -0.01
H -3.2490 -3.6789 -4.1422 0.01 0.01 0.00
H -3.7846 -1.9356 -8.7361 0.01 0.00 0.00
H -5.8539 -1.6723 -4.4280 0.00 -0.01 -0.01
H -7.5815 -1.6776 -2.6571 0.00 0.00 0.00
H 3.5813 2.1968 -1.0291 -0.06 0.00 0.01
H 1.2418 7.1644 8.2158 0.00 0.00 0.00
H 0.8141 -6.5355 -10.5361 0.00 0.00 0.00
H -2.4348 -1.4293 -4.7003 0.01 -0.02 0.00
H 0.4409 -7.3436 0.5779 0.00 0.00 0.00
H 6.0919 9.8515 1.8450 -0.01 0.00 0.00
H -2.6966 -0.5474 -6.9988 0.00 0.00 0.00
H -10.5628 -2.6442 -5.5728 0.00 0.00 0.00
H 1.6585 4.2569 2.1557 -0.03 -0.01 0.00
H -0.0747 -0.4340 -0.8903 -0.09 0.08 0.06
H -0.8059 -2.1493 -8.9367 -0.01 0.00 0.01
H -0.6758 -7.4064 4.9913 0.00 0.02 0.00
H -4.6130 -4.1928 -8.1709 0.02 0.00 -0.01
H 5.1673 13.8604 3.0294 0.00 0.00 0.00
H 1.4632 -4.4705 -11.7287 0.00 0.00 0.00
H -3.5966 -3.9182 -1.2717 -0.01 0.00 0.01
H 2.3250 -3.6821 1.7408 -0.01 0.00 0.00
H 0.2717 -9.5322 8.5837 0.00 0.00 0.00
H 2.5926 -4.5486 4.0390 0.00 0.00 0.00
H -8.8342 -2.6385 -7.3402 0.00 0.00 0.00
H -3.9294 -1.6924 -2.3003 -0.01 0.00 0.02
H 3.1019 10.5626 4.8174 0.00 -0.01 0.00
H -1.4611 -4.2120 -7.7513 0.00 0.02 0.02
H -2.5777 -6.3241 6.1320 0.00 0.00 0.00
H -2.1725 0.0417 -2.0966 0.01 0.01 0.01
```
Positions in Å, forces in eV/Å.

Löwdin atomic charge list, values in e, 4 entries: 0.125 -0.091 -0.004 0.099